[1]
Computed, not measured: 12 unconnected molecules or ions with the total composition C34H97N5O19 at a distorted geometry, with ωB97M-V/def2-TZVPD.

Summary:
calculated total energy	-83176.83539	eV
E_HOMO	-9.0	eV
charge	0
frontier orbital gap	0.32889	hartree
spin multiplicity	1
strongest force on any atom	2.6	eV/Å

Each line ends with the Mulliken charge.
Positions of all 155 atoms, in Å:
C: 4.093 4.758 -2.544  -0.5318
O: 5.494 4.854 -2.599  -0.5073
C: 5.861 4.754 -3.995  -0.4548
C: 7.378 5.133 -4.163  0.3872
C: 7.819 4.793 -5.578  -1.3808
N: 8.145 4.381 -3.261  -0.7548
H: 3.681 5.695 -2.922  0.2898
H: 3.773 4.747 -1.502  0.3910
H: 3.693 3.886 -3.063  0.0886
H: 5.778 3.725 -4.355  0.0430
H: 5.226 5.288 -4.705  0.4172
H: 7.323 6.198 -3.932  0.3479
H: 7.219 5.460 -6.199  0.3510
H: 7.466 3.784 -5.794  0.3336
H: 8.899 4.874 -5.687  0.3810
H: 7.529 4.329 -2.458  0.3417
H: 8.222 3.403 -3.509  0.2769
C: -0.309 -8.122 -2.476  -0.6349
O: -1.250 -8.108 -1.444  -0.4277
C: -1.718 -6.793 -1.044  -0.6035
C: -0.599 -5.951 -0.450  0.7722
C: -0.022 -6.558 0.788  -1.5492
N: -1.079 -4.650 -0.114  0.2501
H: 0.703 -8.037 -2.076  0.2343
H: -0.498 -7.322 -3.194  0.2695
H: -0.399 -9.092 -2.966  0.2540
H: -2.183 -6.263 -1.879  0.3796
H: -2.505 -6.989 -0.315  0.1062
H: 0.192 -5.843 -1.196  0.2947
H: 0.655 -7.380 0.547  0.3985
H: -0.750 -6.960 1.492  0.2732
H: 0.697 -5.852 1.206  0.4036
H: -1.299 -4.073 -0.914  -0.3029
H: -0.502 -4.155 0.551  -0.0411
C: -3.151 -0.630 4.311  -0.2451
O: -4.496 -0.723 4.700  -0.2653
C: -4.757 -1.706 5.702  -0.7234
C: -6.207 -1.653 6.163  0.3382
C: -6.518 -2.849 7.024  -1.3959
N: -7.120 -1.840 5.050  -0.8343
H: -2.406 -0.774 5.095  0.3846
H: -2.969 0.361 3.891  -0.2246
H: -2.877 -1.216 3.431  0.0742
H: -4.500 -2.656 5.227  0.2813
H: -4.012 -1.610 6.495  0.4274
H: -6.349 -0.675 6.624  0.3945
H: -5.944 -2.908 7.949  0.3870
H: -6.577 -3.741 6.400  0.2873
H: -7.542 -2.722 7.378  0.3763
H: -6.939 -1.129 4.351  0.3214
H: -6.717 -2.607 4.523  0.3161
C: 1.334 2.271 -0.972  0.7438
O: 1.617 1.311 0.024  0.0953
C: 0.455 0.776 0.691  -0.1714
C: -0.305 -0.315 -0.172  0.5646
C: -1.555 -0.940 0.588  0.1491
N: 0.568 -1.423 -0.604  -0.3066
H: 0.653 1.896 -1.736  0.0563
H: 2.320 2.545 -1.343  -0.3929
H: 0.760 3.013 -0.414  -0.3031
H: 0.907 0.433 1.623  0.1225
H: -0.253 1.513 1.078  -0.1009
H: -0.765 0.120 -1.062  0.1704
H: -1.270 -1.585 1.420  -0.1669
H: -2.169 -1.566 -0.059  -0.1100
H: -2.218 -0.188 1.016  -0.2376
H: 0.087 -2.021 -1.266  0.0892
H: 1.299 -1.030 -1.183  -0.0609
C: -0.075 3.143 3.981  -0.8765
O: -0.883 3.374 2.870  -0.4399
C: -1.991 2.465 2.903  -1.2142
C: -2.828 2.702 1.626  0.9052
C: -3.592 4.026 1.559  -1.7286
N: -3.675 1.540 1.509  -0.4058
H: 0.730 3.866 4.120  0.3393
H: 0.534 2.256 3.790  0.2076
H: -0.579 3.078 4.946  0.3217
H: -1.593 1.451 2.870  0.3888
H: -2.601 2.726 3.770  0.8658
H: -2.169 2.543 0.771  0.0269
H: -2.942 4.893 1.671  0.2309
H: -4.438 4.020 2.247  0.4291
H: -3.949 4.161 0.537  0.4033
H: -4.237 1.622 0.672  0.2724
H: -4.370 1.481 2.243  0.2201
O: 1.759 -0.372 -3.244  -0.2486
C: 3.191 -0.452 -3.241  -0.3145
C: 3.635 -0.133 -4.674  -0.7942
O: 3.541 1.246 -4.899  -0.5384
H: 1.420 0.528 -3.223  0.2829
H: 3.643 0.240 -2.529  0.1659
H: 3.478 -1.459 -2.939  0.4425
H: 3.122 -0.751 -5.413  0.2962
H: 4.673 -0.457 -4.778  0.4927
H: 4.105 1.408 -5.659  0.2466
O: 1.341 2.405 -3.999  -0.2042
C: 0.986 3.403 -4.947  -0.4461
C: 0.219 4.565 -4.333  -0.7085
O: 1.064 5.374 -3.518  -0.3802
H: 2.109 1.912 -4.320  0.1367
H: 1.915 3.722 -5.423  0.3169
H: 0.396 3.003 -5.775  0.3148
H: -0.618 4.189 -3.745  0.2783
H: -0.117 5.069 -5.242  0.3891
H: 1.495 5.941 -4.162  0.2330
O: -1.150 -2.880 -2.498  -0.3567
C: -2.347 -2.183 -2.907  -0.0250
C: -2.928 -2.745 -4.192  -0.7711
O: -2.037 -2.431 -5.282  -0.5311
H: -0.565 -2.976 -3.257  0.2021
H: -3.055 -2.213 -2.078  0.1479
H: -2.137 -1.115 -2.991  0.2376
H: -3.921 -2.340 -4.393  0.3559
H: -3.108 -3.819 -4.156  0.3249
H: -1.969 -1.479 -5.390  0.3203
O: 2.031 -2.504 1.592  -0.7162
C: 1.322 -2.831 2.757  0.6193
C: 2.217 -3.625 3.706  -0.8607
O: 1.458 -3.726 4.949  -0.5771
H: 1.419 -2.075 0.978  0.3683
H: 0.945 -1.977 3.326  -0.0918
H: 0.395 -3.356 2.514  0.1227
H: 3.116 -3.113 4.048  0.3658
H: 2.499 -4.577 3.257  0.3337
H: 1.658 -2.877 5.352  0.3142
O: 3.876 0.135 0.224  -0.6367
C: 4.577 0.769 1.230  -0.5256
C: 3.845 0.728 2.533  0.1747
O: 3.713 -0.639 3.007  -0.5480
H: 2.966 0.441 0.097  0.3947
H: 5.582 0.347 1.225  0.3382
H: 4.791 1.814 0.987  0.3004
H: 2.862 1.194 2.444  -0.2668
H: 4.387 1.232 3.334  0.4484
H: 3.488 -1.182 2.243  0.3600
O: -0.526 4.629 0.560  -0.2975
C: 0.066 5.877 0.945  -0.1301
C: 0.285 6.783 -0.252  -0.8026
O: 1.508 6.468 -0.921  -0.4445
H: -0.619 4.087 1.355  0.3374
H: -0.634 6.437 1.569  0.4069
H: 1.010 5.712 1.467  0.1961
H: 0.116 7.839 -0.040  0.4313
H: -0.527 6.592 -0.958  0.2636
H: 1.210 5.801 -1.547  0.2314
O: -3.268 -3.903 1.749  -0.3542
C: -4.446 -4.288 1.115  -0.3023
C: -5.640 -4.611 2.032  -0.6066
O: -5.825 -3.509 2.891  -0.4242
H: -2.542 -4.256 1.221  0.1463
H: -4.815 -3.492 0.462  0.2389
H: -4.226 -5.098 0.416  0.3933
H: -5.388 -5.468 2.661  0.3095
H: -6.512 -4.907 1.450  0.3601
H: -4.975 -3.064 2.955  0.1812

[2]
Computed, not measured: 11 unconnected molecules or ions with the total composition C34H97N7O12 at a distorted geometry, with ωB97M-V/def2-TZVPD.

Summary:
calculated total energy	-71826.17951	eV
E_HOMO	-8.6	eV
charge	0
frontier orbital gap	0.33800	hartree
spin multiplicity	1
strongest force on any atom	2.2	eV/Å

Each line ends with the Mulliken charge.
Positions of all 150 atoms, in Å:
C: 0.356 1.148 2.081  -0.8227
O: -0.312 0.693 0.930  0.4986
C: 0.508 -0.165 0.170  0.3076
C: -0.235 -0.827 -0.972  1.7844
C: -1.401 -1.652 -0.452  0.1811
N: 0.617 -1.700 -1.761  0.4123
H: 0.634 0.300 2.722  -0.0456
H: -0.241 1.855 2.647  0.5099
H: 1.353 1.585 1.930  0.0749
H: 1.343 0.437 -0.220  -0.8500
H: 1.011 -0.892 0.825  -0.1899
H: -0.590 -0.053 -1.666  -0.6290
H: -2.022 -1.087 0.241  -0.0870
H: -1.105 -2.592 0.021  -0.3181
H: -1.926 -2.038 -1.333  -0.6159
H: 0.098 -2.209 -2.465  0.2862
H: 1.334 -1.124 -2.218  -0.3925
C: -3.158 4.673 -4.308  -0.9308
O: -3.076 3.591 -3.427  -0.1526
C: -3.896 3.738 -2.279  -1.3293
C: -3.456 2.748 -1.224  1.1151
C: -3.359 1.300 -1.705  -0.4671
N: -4.392 2.858 -0.090  -0.7843
H: -2.677 5.603 -3.974  0.3276
H: -4.193 4.916 -4.567  0.3502
H: -2.568 4.401 -5.186  0.2529
H: -3.784 4.734 -1.839  0.4194
H: -4.954 3.622 -2.546  0.3610
H: -2.452 3.043 -0.906  -0.1933
H: -2.986 0.697 -0.874  -0.3751
H: -2.590 1.209 -2.476  0.3632
H: -4.335 0.936 -2.030  0.5760
H: -4.004 2.283 0.664  0.1414
H: -5.204 2.283 -0.325  0.4105
C: 4.671 -1.717 1.163  -0.4559
O: 5.357 -1.594 -0.068  -0.4576
C: 4.585 -1.864 -1.203  -0.0240
C: 5.510 -1.732 -2.422  0.1465
C: 6.136 -0.358 -2.637  -1.5045
N: 4.698 -1.961 -3.632  -0.6526
H: 4.210 -2.711 1.159  0.3554
H: 3.920 -0.938 1.325  0.0153
H: 5.412 -1.655 1.956  0.3418
H: 4.282 -2.921 -1.213  0.3099
H: 3.698 -1.233 -1.315  -0.1393
H: 6.321 -2.459 -2.310  0.4478
H: 6.926 -0.397 -3.393  0.4277
H: 6.701 0.013 -1.776  0.3500
H: 5.420 0.420 -2.907  0.2528
H: 4.366 -2.925 -3.671  0.2390
H: 5.342 -1.913 -4.419  0.2574
C: -1.508 -3.423 2.916  -0.6728
O: -1.761 -2.169 3.481  0.1100
C: -2.040 -2.244 4.851  -1.2532
C: -2.176 -0.916 5.581  1.1181
C: -0.986 0.013 5.418  -1.0901
N: -2.325 -1.230 7.005  -0.7777
H: -1.608 -3.522 1.838  -0.0880
H: -2.233 -4.158 3.296  0.4496
H: -0.544 -3.849 3.217  0.2914
H: -2.976 -2.789 5.067  0.3977
H: -1.289 -2.889 5.329  0.4419
H: -3.082 -0.380 5.276  0.0513
H: -0.890 0.351 4.384  -0.2010
H: 0.005 -0.354 5.694  0.3594
H: -1.121 0.909 6.031  0.5092
H: -3.216 -1.696 7.151  0.2584
H: -2.343 -0.395 7.575  0.2663
C: 4.507 3.275 -0.127  -0.1887
O: 3.704 3.710 -1.193  -0.5021
C: 2.462 3.019 -1.270  0.6854
C: 1.845 3.389 -2.624  0.0260
C: 0.339 3.056 -2.685  -0.2556
N: 2.477 2.656 -3.711  -0.8112
H: 4.039 3.574 0.821  -0.0973
H: 5.489 3.744 -0.175  0.3919
H: 4.643 2.187 -0.115  0.0563
H: 2.624 1.939 -1.216  -0.3663
H: 1.804 3.372 -0.466  0.1102
H: 1.957 4.470 -2.730  0.3353
H: -0.160 3.627 -1.901  0.4314
H: 0.178 2.000 -2.458  -0.7438
H: 0.002 3.284 -3.691  0.3788
H: 3.490 2.705 -3.656  0.3737
H: 2.266 1.663 -3.593  0.2176
C: -4.573 -2.560 -5.367  -0.9003
O: -4.354 -2.317 -3.988  -0.2654
C: -5.520 -2.135 -3.218  -1.0823
C: -5.059 -2.043 -1.766  2.1395
C: -4.585 -3.462 -1.335  -1.3126
N: -6.196 -1.678 -0.880  -0.7703
H: -5.328 -3.335 -5.525  0.3365
H: -3.646 -2.892 -5.830  0.2241
H: -4.876 -1.614 -5.827  0.3139
H: -5.949 -1.158 -3.475  0.4009
H: -6.307 -2.885 -3.342  0.4630
H: -4.246 -1.337 -1.600  -1.2231
H: -3.730 -3.862 -1.887  0.0445
H: -5.415 -4.155 -1.492  0.4278
H: -4.284 -3.440 -0.287  0.4003
H: -6.852 -2.423 -1.129  0.3912
H: -5.974 -1.896 0.085  0.3209
C: 2.071 -1.616 3.924  0.1831
O: 2.111 -0.460 4.743  -0.3332
C: 3.143 0.440 4.406  0.0789
C: 2.857 1.734 5.172  -0.3104
N: 3.945 2.704 4.981  -0.2508
C: 4.005 3.423 3.729  -0.5468
C: 2.944 4.511 3.549  -0.6663
O: 1.706 3.884 3.355  0.0695
C: 0.607 4.733 3.103  -0.8663
H: 2.883 -2.306 4.165  0.4429
H: 2.183 -1.315 2.875  -0.2384
H: 1.070 -2.030 4.038  -0.3283
H: 3.168 0.595 3.315  -0.4140
H: 4.147 0.024 4.569  0.3743
H: 2.826 1.518 6.239  0.4639
H: 1.866 2.051 4.843  0.0273
H: 4.067 3.246 5.821  0.2906
H: 3.917 2.710 2.908  -0.0939
H: 4.979 3.919 3.694  0.4111
H: 3.219 5.152 2.703  0.4823
H: 2.966 5.101 4.476  0.4308
H: 0.703 5.369 2.216  0.2992
H: 0.518 5.397 3.970  0.3383
H: -0.314 4.169 2.978  0.1916
C: 0.841 -4.931 -0.069  -0.5687
O: 1.314 -4.349 -1.267  -0.5854
H: 1.056 -4.326 0.816  0.1146
H: -0.233 -5.147 -0.129  0.1993
H: 1.334 -5.899 0.040  0.3785
H: 1.127 -3.374 -1.227  0.3705
C: 1.630 -0.620 -4.728  -0.7339
O: 2.370 -0.313 -3.559  -0.3472
H: 0.755 0.018 -4.794  0.2690
H: 2.228 -0.641 -5.643  0.3023
H: 1.303 -1.669 -4.704  0.1719
H: 3.237 -0.777 -3.582  0.1121
C: -3.693 0.149 2.350  -0.1415
O: -2.847 1.279 2.169  -0.7323
H: -4.371 0.271 3.188  0.3713
H: -4.267 0.085 1.412  0.1406
H: -3.193 -0.822 2.337  -0.2078
H: -2.002 1.045 1.757  0.4186
C: -1.278 -3.788 -4.130  -0.8663
O: -1.480 -2.392 -3.966  -0.1953
H: -1.643 -4.400 -3.302  0.1756
H: -1.693 -4.172 -5.069  0.4636
H: -0.208 -3.974 -4.244  0.2784
H: -2.446 -2.314 -3.906  0.3568